{"formula": "C5H7N3", "method": "ωB97M-V/def2-TZVPD", "e_homo_ha": -0.3256, "de_lowest_kcal_mol": 71.07, "smiles": "[H]/N=C1\\N=CN2CC[C@H]12", "orbital_gap_ev": 9.66, "energy_ev": -9766.3060, "largest_force_ha_per_bohr": 0.0853, "lumo_ev": 0.8, "symbols": ["H", "N", "C", "N", "C", "N", "C", "C", "C", "H", "H", "H", "H", "H", "H"], "coordinates": [[0.8325, -1.2479, -2.6614], [0.3530, -0.3725, -2.3809], [0.4046, -0.4530, -1.0918], [0.7974, -1.5110, -0.2159], [0.5251, -1.0745, 0.9565], [0.2305, 0.1691, 1.0910], [-0.9861, 0.8658, 1.5845], [-1.1803, 1.3576, 0.0844], [0.2156, 0.7279, -0.1939], [0.4461, -1.7198, 1.8505], [-1.7631, 0.1679, 1.9827], [-0.9278, 1.7574, 2.3066], [-1.8347, 0.6140, -0.6017], [-1.2622, 2.4207, -0.0046], [0.9698, 1.4660, -0.3698]]}

***

{"formula": "C5H7N3", "method": "ωB97M-V/def2-TZVPD", "e_homo_ha": [-0.2970, -0.2969], "de_lowest_kcal_mol": 130.82, "orbital_gap_ev": [7.85, 7.85], "energy_ev": -9763.7149, "largest_force_ha_per_bohr": 0.0158, "lumo_ev": [-0.2, -0.2], "symbols": ["C", "C", "C", "N", "C", "N", "C", "N", "H", "H", "H", "H", "H", "H", "H"], "coordinates": [[1.4341, 0.6348, 1.1527], [-0.7128, 0.3599, -0.4642], [-0.0983, -0.9355, -0.5375], [-1.6216, 1.0871, -1.0671], [0.7323, 0.3715, -0.1522], [-0.0748, -1.8967, -1.4225], [-0.8940, -1.0644, 0.9087], [-1.4318, -1.5326, 1.8261], [-1.7454, 2.0665, -0.8551], [-2.3226, 0.6356, -1.6393], [0.6138, -2.5979, -1.1583], [1.2542, 0.7629, -1.0304], [2.4258, 0.1788, 1.1338], [0.8785, 0.2208, 1.9931], [1.5625, 1.7089, 1.3122]]}

***

{"formula": "C5H7N3O", "method": "ωB97M-V/def2-TZVPD", "e_homo_ha": -0.2729, "de_lowest_kcal_mol": 159.57, "orbital_gap_ev": 7.64, "energy_ev": -11809.4700, "largest_force_ha_per_bohr": 0.1542, "lumo_ev": 0.2, "symbols": ["C", "C", "C", "C", "C", "H", "H", "H", "H", "H", "H", "H", "N", "N", "N", "O"], "coordinates": [[1.6217, -1.2175, 0.0057], [0.4952, -0.5285, 0.3495], [-1.6519, 0.1067, 0.1842], [-0.9262, 1.3488, -0.1161], [0.6038, 1.0032, 0.0215], [2.4082, 0.7816, 0.1112], [3.7249, -0.5624, -0.1585], [2.0371, -2.3836, -0.0643], [-1.0693, -1.7265, -0.6072], [-3.4141, 1.0190, -0.6525], [-3.3731, -0.6371, 0.9212], [-1.0303, 2.5665, -0.1449], [2.6540, -0.2613, -0.1515], [-0.7957, -1.0375, 0.1298], [-2.9987, -0.1218, -0.0582], [1.7146, 1.6504, 0.2302]]}